(1)
{
  "formula": "H3N4O",
  "method": "ωB97M-V/def2-TZVPD",
  "spin_multiplicity": 1,
  "charge": -1,
  "symbols": ["N", "N", "N", "N", "O", "H", "H", "H"],
  "xyz": [[-3.4418, 0.5067, -0.0890], [-0.1332, 0.1331, 0.2038], [1.2581, -0.1347, 0.4644], [-0.9496, -0.7618, 0.1214], [-0.7895, -2.0064, 0.0742], [-3.3448, 1.4782, 0.2451], [1.4599, -1.1910, 0.5796], [1.8282, 0.1360, -0.3857]],
  "forces_ev_per_a": [[-0.233, -0.402, -0.193], [1.605, 2.317, 0.310], [1.941, -2.413, -0.778], [-3.254, -0.577, -0.726], [1.354, -0.608, 0.467], [0.439, 0.088, 0.144], [-0.763, 1.859, -0.369], [-1.087, -0.264, 1.146]],
  "lowdin_charge": [-0.01, -0.20, -0.10, -0.36, -0.26, -0.16, 0.04, 0.04]
}


(2)
{
  "formula": "H3N5S4",
  "method": "ωB97M-V/def2-TZVPD",
  "spin_multiplicity": 1,
  "charge": 0,
  "symbols": ["N", "N", "N", "N", "N", "S", "S", "S", "S", "H", "H", "H"],
  "xyz": [[-0.7578, 2.1143, 0.2954], [1.3870, 0.8330, -0.6173], [-0.9149, -0.0549, -1.0537], [0.3306, 0.0151, 1.6035], [0.6929, -1.7237, -0.2885], [-1.5112, 1.6079, -1.1065], [1.3409, -1.2224, 1.2160], [0.6340, 1.5608, 0.7198], [0.6702, -0.2600, -1.3973], [-1.4688, -0.8187, -1.6140], [-0.0498, -0.1031, 2.4626], [-0.3531, -1.9482, -0.2200]],
  "forces_ev_per_a": [[0.434, 0.371, 0.284], [0.594, 1.938, 1.309], [-3.640, -1.563, -1.874], [1.630, 0.611, -3.360], [-1.068, 0.006, -0.277], [0.704, -0.852, 0.092], [0.163, -1.069, -0.962], [-0.548, -0.434, -0.187], [0.736, -1.868, 0.233], [0.843, 2.184, 1.372], [-1.780, 0.519, 3.086], [1.934, 0.157, 0.285]],
  "lowdin_charge": [-0.77, -0.64, -0.68, -0.59, -0.57, 0.75, 0.77, 0.81, 0.79, 0.11, -0.02, 0.04]
}


(3)
{
  "formula": "H3NNa",
  "method": "ωB97M-V/def2-TZVPD",
  "spin_multiplicity": 1,
  "charge": 1,
  "symbols": ["N", "H", "H", "H", "Na"],
  "xyz": [[-0.0004, -0.1239, 0.4659], [-0.3102, -1.0910, 0.6047], [-0.6245, 0.4714, 1.0198], [0.9326, -0.0471, 0.8833], [0.0025, 0.7905, -2.9738]],
  "forces_ev_per_a": [[0.000, 0.022, -0.080], [0.156, 0.467, 0.004], [0.314, -0.319, -0.205], [-0.470, -0.058, -0.136], [0.000, -0.111, 0.418]],
  "lowdin_charge": [0.00, 0.02, 0.02, 0.02, 0.93]
}


(4)
{
  "formula": "H3NO2S",
  "method": "ωB97M-V/def2-TZVPD",
  "smiles": "NOSO",
  "spin_multiplicity": 1,
  "charge": 0,
  "symbols": ["N", "O", "S", "O", "H", "H", "H"],
  "xyz": [[-0.1997, 1.5066, 0.4987], [-0.1866, 0.7637, -0.6191], [-0.7189, -1.0510, -0.5157], [0.5726, -1.8819, -0.3000], [0.5879, 1.4434, 1.1184], [-1.1231, 1.4340, 1.0121], [1.0677, -2.2147, -1.1943]],
  "forces_ev_per_a": [[-2.338, 1.180, 1.600], [-0.375, -2.940, -1.033], [-1.301, 3.575, -0.451], [3.862, -2.514, -2.262], [0.383, -0.735, 0.032], [1.624, 0.055, -0.770], [-1.855, 1.378, 2.884]],
  "lowdin_charge": [-0.11, -0.51, 0.87, -0.55, 0.07, 0.10, 0.14]
}


(5)
{
  "formula": "H3NO2S",
  "method": "ωB97M-V/def2-TZVPD",
  "spin_multiplicity": 1,
  "charge": 0,
  "symbols": ["N", "O", "O", "S", "H", "H", "H"],
  "xyz": [[-0.8664, -0.2454, 0.2294], [2.4186, 0.9812, -0.1393], [0.9926, -1.1820, -0.6519], [1.9778, -0.5863, 0.2799], [-1.3565, -1.1361, -0.0549], [-1.4479, 0.3759, -0.2997], [1.5944, 1.6017, -0.2596]],
  "forces_ev_per_a": [[-1.343, -1.361, 0.448], [-2.499, 0.399, -0.276], [1.293, 0.532, 0.053], [0.051, 0.529, -0.539], [0.867, 0.582, 0.628], [-0.356, 1.137, -0.715], [1.987, -1.818, 0.402]],
  "lowdin_charge": [0.05, -0.44, -0.58, 0.90, 0.02, -0.04, 0.10]
}


(6)
{
  "formula": "H3NO2S",
  "method": "ωB97M-V/def2-TZVPD",
  "smiles": "NOSO",
  "spin_multiplicity": 1,
  "charge": 0,
  "symbols": ["N", "O", "S", "O", "H", "H", "H"],
  "xyz": [[0.0400, 0.8758, -1.0881], [0.7132, -0.3619, -0.8028], [-0.1226, -1.6024, -0.2056], [0.2038, -1.5985, 1.4791], [-0.7762, 0.8002, -0.3475], [-0.2696, 0.7936, -2.0650], [1.0069, -2.1341, 1.8192]],
  "forces_ev_per_a": [[-1.849, -0.307, 2.467], [1.051, -0.416, -0.544], [0.558, -0.411, 1.831], [0.842, -0.585, -0.377], [1.469, 0.749, -2.462], [-0.387, -0.160, 0.685], [-1.684, 1.130, -1.600]],
  "lowdin_charge": [-0.04, -0.63, 0.90, -0.48, 0.10, 0.07, 0.08]
}


(7)
{
  "formula": "H3NO2S2",
  "method": "ωB97M-V/def2-TZVPD",
  "spin_multiplicity": 1,
  "charge": 0,
  "symbols": ["N", "O", "O", "S", "S", "H", "H", "H"],
  "xyz": [[1.5108, -0.3229, -0.4109], [-0.8045, -0.5733, 0.0555], [0.4156, 1.4901, 0.9794], [-2.4635, -0.4105, 0.0832], [0.3130, 0.7894, -0.2795], [2.1330, -0.0963, -1.1937], [1.1310, -1.2569, -0.5285], [-2.2353, 0.3805, 1.2946]],
  "forces_ev_per_a": [[0.979, -0.464, -0.523], [1.188, 0.033, -1.130], [0.157, -0.111, -0.123], [1.537, 2.109, 2.472], [-2.186, -0.409, 0.378], [-0.281, -0.033, 0.419], [0.054, -0.018, 0.196], [-1.448, -1.108, -1.689]],
  "lowdin_charge": [-0.20, -0.94, -0.44, 0.70, 0.83, 0.06, 0.05, -0.06]
}


(8)
{
  "formula": "H3NO2Si",
  "method": "ωB97M-V/def2-TZVPD",
  "smiles": "O=[SiH2].N=O",
  "spin_multiplicity": 1,
  "charge": 0,
  "symbols": ["O", "Si", "H", "H", "N", "O", "H"],
  "xyz": [[1.7276, -0.6818, -1.7182], [0.5145, -1.1275, -0.9368], [-0.8449, -0.9493, -1.5184], [0.0529, -2.0267, 0.1875], [-1.2536, 0.0307, 1.4722], [-0.1694, 0.2999, 1.0249], [-1.7692, 1.0166, 1.6533]],
  "forces_ev_per_a": [[0.704, 0.020, 0.382], [-2.122, -0.865, 0.178], [0.171, 0.493, -0.175], [1.283, -0.074, -0.232], [-0.171, 2.027, -0.278], [-0.643, 0.175, 0.072], [0.777, -1.776, 0.052]],
  "lowdin_charge": [-0.43, 0.54, -0.07, -0.06, 0.06, -0.17, 0.12]
}


(9)
{
  "formula": "H3NOP",
  "method": "ωB97M-V/def2-TZVPD",
  "spin_multiplicity": 1,
  "charge": -1,
  "symbols": ["N", "O", "P", "H", "H", "H"],
  "xyz": [[0.4557, 0.6911, 0.0781], [1.4986, -0.2084, -0.1388], [-0.3624, -0.7446, 0.1573], [0.6416, 1.1076, 0.9873], [-0.5635, -0.7974, -1.1338], [-1.6701, -0.0482, 0.0499]],
  "forces_ev_per_a": [[-0.126, 2.719, 0.586], [2.434, -1.670, -0.721], [-0.868, -0.109, 2.334], [-0.351, 0.170, 0.273], [-0.125, -0.836, -3.056], [-0.964, -0.272, 0.584]],
  "lowdin_charge": [-0.52, -0.60, 0.50, 0.00, -0.19, -0.19]
}


(10)
{
  "formula": "H3NOPS",
  "method": "ωB97M-V/def2-TZVPD",
  "spin_multiplicity": 3,
  "s_squared": 2.01,
  "charge": -1,
  "symbols": ["N", "O", "P", "S", "H", "H", "H"],
  "xyz": [[2.2801, -1.5598, 0.8237], [1.1309, -2.0158, 1.3549], [-0.0960, -0.0176, -0.2195], [2.0908, 0.1676, -0.0409], [3.0695, -1.5475, 1.6076], [-0.0926, 1.3840, 0.0403], [-0.5199, -0.1114, 1.1355]],
  "forces_ev_per_a": [[-1.824, -1.159, 3.774], [2.396, 0.133, -1.207], [0.888, 0.361, 0.886], [0.371, 1.095, -1.020], [-1.344, -0.066, -1.924], [-0.284, 0.049, -0.579], [-0.204, -0.413, 0.070]],
  "lowdin_charge": [-0.51, -0.41, 0.31, -0.03, 0.06, -0.21, -0.20]
}


(11)
{
  "formula": "H3NOS2",
  "method": "ωB97M-V/def2-TZVPD",
  "smiles": "SNOS",
  "spin_multiplicity": 1,
  "charge": 0,
  "symbols": ["S", "N", "O", "S", "H", "H", "H"],
  "xyz": [[1.1017, -0.3974, -0.3122], [-0.3296, -0.8514, 0.5057], [-1.5793, -0.2193, 0.1962], [-1.3651, 1.4266, 0.0355], [1.8538, -0.0514, 0.7921], [-0.3372, -2.0163, 0.4384], [-1.5316, 1.4752, -1.3619]],
  "forces_ev_per_a": [[0.246, -0.041, 0.290], [1.949, -4.428, 0.864], [0.117, 0.413, -0.550], [-0.820, -0.337, -1.226], [-0.683, 0.063, -0.614], [-1.140, 4.324, -0.116], [0.333, 0.007, 1.351]],
  "lowdin_charge": [0.63, -0.60, -0.69, 0.72, -0.13, 0.15, -0.09]
}


(12)
{
  "formula": "H3NS2",
  "method": "ωB97M-V/def2-TZVPD",
  "spin_multiplicity": 1,
  "charge": 0,
  "symbols": ["N", "S", "S", "H", "H", "H"],
  "xyz": [[-0.4689, 0.4605, -0.0582], [0.7520, 0.4519, -1.3295], [-1.8060, -0.2840, -0.2376], [-2.9334, 0.7758, -0.7151], [1.4986, 1.1745, -0.7134], [-2.5486, 0.0205, -1.4806]],
  "forces_ev_per_a": [[0.972, 0.135, -0.382], [-3.849, -3.129, -1.979], [-0.644, 0.480, -0.173], [0.234, -0.467, 0.451], [2.976, 2.986, 2.494], [0.309, -0.005, -0.411]],
  "lowdin_charge": [-0.95, 0.63, 0.65, 0.01, -0.27, -0.07]
}


Looking at electronic energy for the records above, in order, we have -8049.8330, -50834.6140, -5949.5605, -16465.3154, -16465.2554, -16465.8117, -27302.1373, -13507.3592, -12872.1501, -23706.4982, -25252.8311, -23204.4848 eV.